Molecular formula: C2H4N2O2
Method: DFT, ωB97M-V/def2-TZVPD

The geometry in XYZ format:
```
10
Properties=species:S:1:pos:R:3:mulliken_charge:R:1
N 1.7947 -0.2646 0.0810 -0.445
C 0.5097 0.1060 0.3802 0.588
O 0.2202 0.3563 1.5403 -0.599
N -0.4718 0.0748 -0.6080 -0.150
C -1.7874 0.1041 -0.1446 0.031
O -2.7399 -0.1066 -0.8550 -0.518
H 2.3274 -0.0517 -0.7557 0.230
H 2.2730 -0.2485 0.9692 0.258
H -0.3230 -0.2898 -1.5450 0.245
H -1.8027 0.3201 0.9376 0.359
```

Results
**Molar mass**: 88.1 g/mol
**Maximum force**: 0.0132 hartree/bohr
**Lowest unoccupied orbital energy**: 0.62 eV
**ΔE to the lowest compared entry with this formula, charge and spin**: 10.65 kcal/mol
**SMILES string**: NC(=O)NC=O
**Gap between HOMO and LUMO**: 10.7221 eV

---

Molecular formula: C37H43CaNO2P
Method: DFT, ωB97M-V/def2-TZVPD

The geometry in XYZ format:
```
85
Properties=species:S:1:pos:R:3:mulliken_charge:R:1
O -1.2222 -3.4705 -1.3339 -0.436
C -0.2787 -4.5091 -2.0018 0.455
C -1.1490 -5.6624 -1.5395 -0.694
H 0.7019 -4.5065 -1.4971 -0.625
H -0.2492 -4.3956 -3.1047 0.277
C -2.2207 -4.5891 -1.2531 1.616
H -0.7246 -6.1376 -0.6343 0.271
H -1.4579 -6.4037 -2.2823 0.360
C -2.9692 -4.7659 0.0380 -2.060
H -2.3276 -4.6823 0.9234 0.278
H -3.3866 -5.7841 0.0110 0.534
H -3.8212 -4.0712 0.0537 0.446
C -3.2566 -4.5546 -2.3755 -1.635
H -2.8120 -4.5607 -3.3809 0.375
H -3.9188 -3.6794 -2.2614 0.321
H -3.8816 -5.4636 -2.2920 0.422
Ca -0.5824 -1.4807 -0.6778 1.508
C -0.6610 1.0450 -2.2106 0.192
C 0.7007 0.7598 -2.4880 0.380
C 0.7641 -0.4309 -3.2515 -1.196
H 1.5463 1.3723 -2.1964 0.374
C -0.5584 -0.8909 -3.4587 -0.544
C -1.4433 0.0287 -2.8153 -1.268
H -2.5283 -0.0020 -2.8224 0.430
H -1.0444 1.9075 -1.6580 0.160
H 1.6701 -0.8501 -3.6703 0.375
H -0.8615 -1.7312 -4.0785 0.491
C -2.1553 0.5377 1.3882 0.126
C -2.8396 0.4383 0.1508 -0.851
C -3.2080 -0.9241 -0.0353 -0.586
H -3.0914 1.2740 -0.5041 0.385
C -2.7721 -1.6589 1.1104 -0.439
C -2.1142 -0.7509 1.9811 -1.263
H -1.7132 -0.9852 2.9675 0.399
H -1.7853 1.4543 1.8440 0.804
H -3.8053 -1.3232 -0.8532 0.317
H -3.0232 -2.6919 1.3491 0.436
O 1.9641 -5.9349 2.0707 -0.451
C 1.6632 -4.6056 2.5300 -0.509
C 2.1220 -3.5879 1.4634 0.663
H 2.0595 -4.4531 3.5579 0.278
H 0.5708 -4.4842 2.6517 0.263
C 2.8337 -4.4399 0.3714 -0.535
H 2.7413 -2.7827 1.8832 0.404
H 1.2135 -3.1537 1.0045 -0.780
C 2.6738 -5.9007 0.8135 -0.310
H 3.8785 -4.2083 0.1658 0.396
H 2.3334 -4.3118 -0.5837 0.043
H 3.6544 -6.3889 0.9302 0.223
H 2.1410 -6.5148 0.0689 0.236
N 0.5797 0.6117 0.2922 0.234
P 1.0114 2.0477 0.7913 -0.752
C 0.4841 3.5274 -0.1854 0.370
C 1.3856 4.2335 -1.0042 -0.440
C 1.0132 5.4278 -1.6259 -0.652
C -0.3074 5.8759 -1.5141 -0.560
C -1.2569 5.1372 -0.7976 -0.736
C -0.8539 3.9695 -0.1382 0.171
C 0.4896 2.5578 2.4904 0.601
C 0.1567 3.8784 2.8517 -0.453
C -0.0345 4.2329 4.1932 -0.707
C 0.0506 3.2481 5.1825 -0.432
C 0.2712 1.9074 4.8369 -0.678
C 0.4801 1.5726 3.4939 -0.195
C 2.8035 2.4679 0.9227 -0.148
C 3.2526 3.6173 1.6071 -0.054
C 4.6183 3.8709 1.7637 -0.852
C 5.5419 2.9920 1.1882 -0.361
C 5.1175 1.8710 0.4654 -0.631
C 3.7485 1.5919 0.3657 -0.222
H 2.4069 3.8747 -1.1450 0.421
H 1.7647 6.0039 -2.1796 0.362
H -0.5971 6.8014 -2.0048 0.345
H -2.2996 5.4777 -0.7371 0.396
H -1.6024 3.4100 0.4257 0.355
H 0.0353 4.6679 2.1116 0.287
H -0.2479 5.2722 4.4705 0.382
H -0.0772 3.5110 6.2323 0.347
H 0.2903 1.1248 5.6050 0.370
H 0.6134 0.5314 3.2001 0.378
H 2.5584 4.3342 2.0521 0.337
H 4.9612 4.7352 2.3447 0.384
H 6.6043 3.1673 1.3281 0.352
H 5.8529 1.2013 0.0036 0.369
H 3.3968 0.6850 -0.1262 0.359
```

Results
**Molar mass**: 604.8 g/mol
**Maximum force**: 0.0818 hartree/bohr
**Charge**: -1
**Lowest unoccupied orbital energy**: 2.15 eV
**Gap between HOMO and LUMO**: 4.9883 eV

---

Molecular formula: CH5IOSi
Method: DFT, ωB97M-V/def2-TZVPD

The geometry in XYZ format:
```
9
Properties=species:S:1:pos:R:3:mulliken_charge:R:1
C -0.7862 0.2246 0.2762 -0.597
O 0.0486 0.5909 -0.8249 -0.139
Si 1.6725 0.4512 -0.9591 0.213
I 1.8756 0.8305 -3.3177 -0.041
H -0.8632 -0.8304 0.1841 0.300
H -1.7245 0.6875 0.0475 0.219
H -0.3853 0.5531 1.2665 0.249
H 1.7007 -0.9769 -0.6134 -0.112
H 2.4555 1.2937 0.0078 -0.091
```

Results
**Molar mass**: 188.0 g/mol
**Maximum force**: 0.0291 hartree/bohr
**Lowest unoccupied orbital energy**: 0.51 eV
**ΔE to the lowest compared entry with this formula, charge and spin**: 28.00 kcal/mol
**SMILES string**: CO[SiH2]I
**Gap between HOMO and LUMO**: 10.3785 eV

---

Molecular formula: C29H22N6Ru
Method: DFT, ωB97M-V/def2-TZVPD

The geometry in XYZ format:
```
58
Properties=species:S:1:pos:R:3:mulliken_charge:R:1
Ru -1.4816 0.4425 0.7252 0.108
C -0.9160 -3.9589 -2.5573 -0.506
C -2.1174 -3.5271 -2.0108 -0.782
C -2.1206 -2.7275 -0.8807 -0.378
C -0.9155 -2.3642 -0.2824 -0.039
C 0.2926 -2.8017 -0.8291 0.401
C 0.2850 -3.5938 -1.9655 -0.978
N -0.9317 -1.4781 0.8148 -0.193
C -0.0821 -1.7052 1.8677 0.303
C 0.3909 -2.9739 2.2634 -0.248
C 1.2712 -3.0746 3.3100 -0.769
C 1.7086 -1.9267 3.9904 -0.690
C 1.2528 -0.6777 3.6333 -0.378
C 0.3512 -0.5521 2.5734 0.315
N -0.2294 0.6334 2.1518 -0.452
N 0.6331 1.7260 1.8459 0.662
C -0.0987 2.8293 1.4138 0.501
C 0.4362 4.1129 1.3881 -0.759
C -0.3824 5.1550 1.0073 -0.373
C -1.7138 4.9086 0.6816 -0.755
C -2.1604 3.6070 0.6980 -0.321
N -1.3627 2.5773 1.0156 0.243
H -0.9169 -4.5811 -3.4421 0.449
H -3.0553 -3.8179 -2.4649 0.449
H -3.0498 -2.3870 -0.4413 0.491
H 1.2275 -2.5037 -0.3703 0.513
H 1.2225 -3.9264 -2.3914 0.404
H 0.0335 -3.8554 1.7488 0.535
H 1.6184 -4.0479 3.6281 0.416
H 2.3925 -2.0299 4.8220 0.422
H 1.5579 0.2046 4.1786 0.542
H 1.4600 4.2734 1.6946 0.438
H 0.0067 6.1640 0.9880 0.435
H -2.3856 5.7076 0.4066 0.401
H -3.1746 3.3518 0.4210 0.430
C -3.0034 -0.1171 -3.9431 -0.504
C -3.4577 0.0986 -2.6473 -0.844
C -2.5356 0.4016 -1.6637 0.027
C -1.1806 0.4856 -1.9697 0.162
C -0.7179 0.2579 -3.2534 -0.503
C -1.6502 -0.0363 -4.2378 -0.717
N -0.3271 0.6810 -0.8235 1.577
N 0.8806 0.7855 -1.0795 -1.224
C 1.9099 0.9254 -0.1361 0.422
C 3.1499 0.6082 -0.6974 -0.508
C 4.3095 0.6777 0.0536 -0.720
C 4.2500 1.1034 1.3688 -0.734
C 3.0310 1.4568 1.9300 -0.057
C 1.8572 1.3727 1.2021 -0.537
H -3.7081 -0.3518 -4.7292 0.430
H -4.5107 0.0330 -2.4125 0.445
H -2.9316 0.6446 -0.6571 0.702
H 0.3392 0.2936 -3.4684 0.482
H -1.3131 -0.2146 -5.2501 0.428
H 3.1741 0.3021 -1.7338 0.500
H 5.2590 0.4172 -0.3932 0.414
H 5.1518 1.1738 1.9616 0.448
H 2.9773 1.8184 2.9477 0.476
```

Results
**Molar mass**: 555.6 g/mol
**Maximum force**: 0.0166 hartree/bohr
**Charge**: +1
**Lowest unoccupied orbital energy (spin up / spin down)**: -3.90 / -4.45 eV
**ΔE to the lowest compared entry with this formula, charge and spin**: 0.00 kcal/mol
**Spin multiplicity**: 2
**Gap between HOMO and LUMO (spin up / spin down)**: 6.2171 / 5.9327 eV

---

Molecular formula: C5H6O2
Method: DFT, ωB97M-V/def2-TZVPD

The geometry in XYZ format:
```
13
Properties=species:S:1:pos:R:3:mulliken_charge:R:1
O 1.0687 1.8211 0.8730 -0.552
C 0.6168 0.8957 0.2530 0.067
C 1.3983 -0.3103 -0.2839 -0.235
O 0.5705 -0.8542 -1.2985 -0.346
C -0.6485 -0.3523 -1.1226 -0.603
C -1.1247 -0.2746 1.0910 -1.016
C -0.8654 0.6287 -0.0774 0.580
H 1.5093 -1.0590 0.5099 0.271
H 2.3621 -0.0592 -0.7232 0.325
H -1.3338 -0.6057 -1.9290 0.434
H -0.5409 -0.0625 1.9878 0.318
H -1.5192 -1.2767 0.9937 0.354
H -1.4934 1.5088 -0.2738 0.403
```

Results
**Molar mass**: 98.1 g/mol
**Maximum force**: 0.0327 hartree/bohr
**Lowest unoccupied orbital energy (spin up / spin down)**: 0.67 / -0.21 eV
**ΔE to the lowest compared entry with this formula, charge and spin**: 98.94 kcal/mol
**Gap between HOMO and LUMO (spin up / spin down)**: 8.8347 / 6.9174 eV

---

Molecular formula: C26H66F12N2O19S4
Method: DFT, ωB97M-V/def2-TZVPD

The geometry in XYZ format:
```
129
Properties=species:S:1:pos:R:3:mulliken_charge:R:1
C -1.2093 2.6514 7.1556 0.569
F -1.6454 3.7711 6.5888 -0.218
F -0.2226 2.9048 8.0088 -0.224
F -2.1885 2.1052 7.8731 -0.247
S -0.6823 1.4648 5.7384 0.930
O -1.0538 0.1481 6.1706 -0.632
O -1.3558 1.9889 4.5641 -0.504
N 0.9678 1.7032 5.5595 -0.336
S 1.8273 0.7818 6.5010 0.948
O 1.3156 0.5626 7.8525 -0.667
O 2.3704 -0.3701 5.8253 -0.509
C 3.3503 1.8686 6.7049 0.550
F 4.3435 1.2639 7.3250 -0.222
F 3.7822 2.2022 5.4888 -0.239
F 3.0288 2.9882 7.3565 -0.246
C -0.9985 -2.0478 1.8955 0.148
F -1.4930 -3.0630 1.2143 -0.141
F -1.8206 -1.0657 2.1199 -0.144
F -0.5162 -2.4168 3.0794 -0.161
S 0.5388 -1.4928 0.9033 1.051
O 1.5923 -1.2045 1.8418 -0.633
O 0.8063 -2.4864 -0.0980 -0.144
N 0.1383 0.0191 0.1413 -0.821
S -0.6825 -0.2980 -1.1662 0.961
O 0.1142 -0.7521 -2.2941 -0.112
O -1.8545 -1.1264 -0.9553 -0.660
C -1.3556 1.3999 -1.6202 0.212
F -1.9435 1.3669 -2.8451 -0.141
F -2.3161 1.7607 -0.7654 -0.152
F -0.4020 2.3267 -1.6896 -0.160
C -2.2982 -1.9787 -4.2206 -0.594
C -1.4129 -3.1561 -3.7789 0.403
O -1.0189 -3.9449 -4.8872 -0.568
H -2.8403 -1.5751 -3.3684 0.102
H -2.9707 -2.4387 -4.9553 0.612
H -1.7463 -1.1933 -4.7377 -0.165
H -1.9838 -3.7035 -3.0147 0.145
H -0.4873 -2.8923 -3.2682 -0.287
H -1.8051 -4.2148 -5.3729 0.304
C -3.9011 1.8875 -5.4770 -0.501
C -3.5382 1.8264 -6.9596 -0.385
O -2.3154 2.5481 -7.1728 -0.495
H -3.1161 1.3004 -5.0024 -0.104
H -4.9188 1.5616 -5.2646 0.408
H -3.8494 2.9234 -5.1392 0.279
H -4.3707 2.2899 -7.5063 0.304
H -3.3440 0.8356 -7.3638 0.274
H -2.4799 3.4880 -7.0569 0.280
C 1.9511 1.1547 -6.1401 -1.078
C 0.4920 0.7200 -6.0606 0.136
O -0.1907 1.5621 -5.1420 -0.404
H 2.2147 1.4718 -5.1285 0.011
H 2.0734 2.0229 -6.7871 0.376
H 2.5624 0.2876 -6.3903 0.357
H 0.4722 -0.3067 -5.6731 0.013
H 0.0561 0.7210 -7.0659 0.444
H -1.0521 1.7139 -5.5481 0.055
C 3.7923 -3.2625 5.2983 -1.303
C 2.5837 -3.6676 4.4089 0.255
O 3.0428 -3.5943 3.0661 -0.395
H 3.6160 -3.4178 6.3643 0.345
H 4.0449 -2.2635 4.9533 0.230
H 4.6347 -3.9280 5.0829 0.365
H 1.8112 -2.9311 4.6479 0.004
H 2.2393 -4.6804 4.6037 0.306
H 3.2313 -2.6801 2.8302 0.224
C 2.9077 -2.8663 -2.6672 0.065
C 4.2619 -3.1234 -2.0302 -0.620
O 4.1619 -3.2139 -0.6256 -0.423
H 2.5615 -1.8395 -2.5503 -0.201
H 2.1748 -3.5263 -2.1985 -0.207
H 2.7986 -3.0798 -3.7359 0.455
H 5.0077 -2.4346 -2.4402 0.275
H 4.5341 -4.0964 -2.4585 0.339
H 4.3682 -2.3349 -0.2888 0.270
C -1.7293 -5.4251 3.6106 -0.880
C -0.6020 -5.6805 4.6025 0.439
O 0.0199 -6.9232 4.2565 -0.547
H -2.1925 -4.4627 3.8574 0.289
H -2.4832 -6.2120 3.6003 0.459
H -1.3336 -5.2020 2.6197 -0.003
H -0.9314 -5.7490 5.6427 0.275
H 0.1026 -4.8570 4.5135 -0.332
H -0.6459 -7.6126 4.2275 0.294
C 3.9762 2.3012 -2.3925 -1.344
C 2.9889 1.2021 -2.0639 1.170
O 2.2851 1.6033 -0.8948 -0.472
H 3.5639 3.2828 -2.1625 0.209
H 4.1627 2.2669 -3.4729 0.347
H 4.9265 2.2100 -1.8629 0.380
H 3.4711 0.2289 -1.9205 -0.226
H 2.2362 1.1641 -2.8659 -0.245
H 1.6015 0.9141 -0.6971 0.219
C -5.6542 1.3167 -0.5586 -0.807
C -6.9219 1.6632 -1.3210 -0.227
O -7.9551 1.9666 -0.3864 -0.522
H -5.4661 2.0775 0.2063 0.327
H -4.7532 1.2763 -1.1637 0.099
H -5.8005 0.4268 0.0549 0.329
H -7.2616 0.7924 -1.8910 0.240
H -6.6776 2.4683 -2.0206 0.271
H -8.7108 2.3244 -0.8584 0.280
C -0.7180 -5.9007 -0.7073 -1.017
C 0.4225 -6.3303 0.1818 0.007
O 1.3180 -5.2390 0.3940 -0.466
H -1.1217 -6.7956 -1.2090 0.526
H -0.2642 -5.4629 -1.6030 0.207
H -1.5243 -5.3447 -0.2428 0.216
H 0.9772 -7.1611 -0.2607 0.301
H 0.0925 -6.5398 1.2067 0.052
H 0.9943 -4.3981 0.0361 0.171
C 2.7119 6.6088 -0.5978 -1.026
C 2.2394 7.9009 0.0433 -0.203
O 1.9150 7.6691 1.4240 -0.536
H 2.0594 5.7770 -0.3297 0.303
H 3.6717 6.3580 -0.1400 0.262
H 2.8190 6.6724 -1.6780 0.371
H 1.3427 8.3127 -0.4297 0.226
H 2.9799 8.7041 -0.0088 0.372
H 2.2692 8.3122 2.0366 0.264
C -1.4266 4.5609 2.6071 -0.798
C -0.6363 5.6006 1.8584 -0.140
O 0.7431 5.2519 1.8861 -0.394
H -2.4621 4.8954 2.4686 0.346
H -1.1765 4.5447 3.6667 0.183
H -1.2537 3.5985 2.1361 0.148
H -0.7930 6.6623 2.0855 0.314
H -1.0023 5.4746 0.8224 0.177
H 1.2165 5.9815 1.4419 0.147
```

Results
**Molar mass**: 1067.1 g/mol
**Maximum force**: 0.0619 hartree/bohr
**Charge**: -2
**Lowest unoccupied orbital energy**: 3.32 eV
**Gap between HOMO and LUMO**: 8.0915 eV